This record from OMol25 describes a structure of composition C16H16F2NO5S in a non-equilibrium geometry. The level of theory is ωB97M-V/def2-TZVPD.

Structure (XYZ):
```
41
Properties=species:S:1:pos:R:3
S 1.49 3.30 1.69
F 1.76 4.14 4.06
F -0.24 3.27 3.67
O -3.19 4.66 3.67
O -3.58 0.65 1.58
O 0.22 0.64 2.99
O 2.51 1.63 -0.79
O 2.85 0.68 1.27
N -3.48 2.93 2.11
C -3.90 1.62 2.26
C -3.68 3.61 3.31
C -0.04 -0.46 0.90
C 0.80 1.91 0.95
C -6.71 2.45 5.35
C -4.86 1.61 3.44
C -6.91 1.24 4.64
C 2.20 1.35 0.49
C -0.23 2.28 -0.12
C 3.93 1.41 -1.08
C -5.54 3.21 5.13
C -4.68 2.80 4.11
C -5.93 0.78 3.73
C 4.05 1.10 -2.55
C 1.09 3.09 3.45
C 0.30 0.70 1.80
H 3.42 0.24 -2.81
H -7.84 0.69 4.79
H 1.39 2.12 3.86
H -0.17 1.52 -0.91
H 0.56 -0.41 -0.01
H 3.78 1.96 -3.17
H 4.44 2.33 -0.79
H 0.03 3.25 -0.54
H -1.24 2.32 0.31
H 0.17 -1.40 1.41
H -6.01 -0.19 3.24
H -7.47 2.81 6.05
H -1.11 -0.44 0.65
H 5.09 0.85 -2.78
H -5.31 4.10 5.70
H 4.30 0.60 -0.45
```

Output
E_LUMO   2.4335 eV
Spin multiplicity   1
E   -1648.23543 Eh
Charge   -1

***

This record from OMol25 describes a cluster of 2 separate species, C3H10O2S2 in total in a non-equilibrium geometry. The level of theory is ωB97M-V/def2-TZVPD.

Structure (XYZ):
```
17
Properties=species:S:1:pos:R:3
S 1.06 -1.11 1.81
S -0.60 0.04 1.44
O 0.92 0.59 -1.72
O -0.11 2.91 -0.84
C -0.70 -1.17 -1.13
C -1.48 -0.24 -0.22
C 0.07 -0.43 -2.21
H 0.54 -1.20 -2.86
H 1.42 0.32 -0.94
H 0.03 -1.77 -0.56
H 0.40 2.11 -1.08
H -1.57 0.79 -0.54
H -1.39 -1.89 -1.56
H -0.67 3.17 -1.57
H -0.50 0.19 -2.88
H -2.47 -0.67 -0.06
H 1.83 -0.14 1.24
```

Output
SMILES   OCCCSS.O
E_LUMO   0.3259 eV
Spin multiplicity   1
E   -1067.12469 Eh

***

This record from OMol25 describes a cluster of 2 separate species, C5H12O in total in a non-equilibrium geometry. The level of theory is ωB97M-V/def2-TZVPD.

Structure (XYZ):
```
18
Properties=species:S:1:pos:R:3
O 1.01 -0.26 2.68
C 0.06 0.38 -0.87
C 0.78 -0.43 -1.67
C -0.98 -0.02 0.09
C -1.10 -1.45 0.58
C 0.47 1.84 -0.86
H -1.99 0.05 -0.42
H 1.36 1.93 -1.49
H 0.24 -0.44 2.13
H 1.65 0.19 2.08
H 0.94 1.97 0.12
H -1.07 0.82 0.80
H -0.23 -2.00 0.19
H 1.56 -0.15 -2.36
H -0.90 -1.59 1.64
H -0.32 2.56 -0.99
H -2.03 -1.95 0.30
H 0.55 -1.44 -1.97
```

Output
SMILES   C=C(C)CC.O
E_LUMO   0.8717 eV
Spin multiplicity   1
E   -272.88843 Eh

***

This record from OMol25 describes an isolated molecule of C5H10FNO4S. The level of theory is ωB97M-V/def2-TZVPD.

Structure (XYZ):
```
22
Properties=species:S:1:pos:R:3
S 0.05 -1.33 -2.47
F 2.99 -0.58 -1.61
O 0.65 -2.16 -1.27
O -1.32 -1.05 -2.22
O 0.91 0.01 -2.18
O 0.45 -1.89 -3.70
N -1.20 2.53 1.77
C -0.65 0.47 0.53
C 1.17 -1.26 -0.25
C 1.80 -0.18 -1.12
C -1.22 1.06 1.83
C 0.14 -0.83 0.77
H -1.94 2.92 2.33
H 0.62 -0.77 1.75
H -0.65 0.71 2.69
H -2.25 0.69 1.95
H -1.47 0.28 -0.16
H -0.03 1.25 0.06
H -1.39 2.83 0.82
H 1.98 -1.83 0.22
H -0.58 -1.65 0.84
H 1.93 0.77 -0.59
```

Output
SMILES   NCCC[C@H]1OS(=O)(=O)O[C@@H]1F
E_LUMO   0.7381 eV
Spin multiplicity   1
E   -1050.26689 Eh

***

Result set for molar mass: 372.4, 142.2, 88.1, 199.2 g/mol, one per record in the order listed.
Result set for ΔE to the lowest compared entry with this formula, charge and spin: 0.000, 0.590, 1.639, 0.000 eV, one per record in the order listed.
Result set for orbital gap: 7.06, 9.37, 10.21, 10.45 eV, one per record in the order listed.